{"formula": "C4H10N3", "method": "the ωB97M-V functional and the def2-TZVPD basis", "species": ["C", "N", "C", "N", "C", "N", "C", "H", "H", "H", "H", "H", "H", "H", "H", "H", "H"], "coordinates": [[2.4507, -0.1322, 0.5905], [1.1800, -0.7611, 0.7641], [0.1223, -0.1102, 0.5970], [-1.2818, -0.2867, 0.7063], [-1.9868, -1.1928, -0.0849], [-0.5791, 0.9197, 0.2278], [-0.6764, 1.7207, -0.9834], [3.2445, -0.7851, 0.8894], [2.4877, 0.8862, 0.9655], [2.6586, -0.0500, -0.5241], [1.2150, -1.6812, 1.2658], [-3.0250, -0.8289, -0.1450], [-1.5185, -1.3212, -1.0553], [-2.0212, -2.0354, 0.5434], [-1.7802, 1.9128, -1.2192], [-0.2116, 2.5934, -0.7128], [-0.2781, 1.1519, -1.8252]], "atomic_forces_ev_per_a": [[1.5, 0.8, -3.2], [1.6, -1.7, 1.4], [-4.4, -0.7, 0.1], [2.0, 1.0, 3.0], [-1.0, 0.6, -1.7], [0.6, 1.1, -0.3], [-2.7, -2.4, -1.1], [0.3, -0.1, 0.8], [0.1, -0.2, 0.5], [-0.3, 0.1, 1.1], [-0.7, 1.2, -0.7], [0.4, -0.2, -0.3], [-0.3, -0.6, -0.4], [0.0, -1.6, 0.2], [1.6, -0.2, 0.6], [1.2, 2.3, -0.1], [0.3, 0.6, -0.1]], "lowdin_charge": [-0.02, 0.11, -0.27, 0.01, -0.06, 0.05, 0.02, 0.10, 0.11, 0.13, 0.22, 0.11, 0.10, 0.09, 0.14, 0.07, 0.10], "lumo_ev": -3.48, "e_above_lowest_ev": 4.5903, "total_charge": 1, "homo_lumo_gap_ev": 10.259, "molar_mass_g_mol": 100.14}